A cluster of 10 separate species, C36H88N4O16 in total, computed with the ωB97M-V functional and the def2-TZVPD basis.

Geometry as XYZ:
```
144
Properties=species:S:1:pos:R:3
C -1.075 5.087 0.855
N -1.590 4.181 1.857
C -0.918 3.941 2.984
C 0.559 4.113 3.037
O -1.581 3.467 3.953
H -0.251 4.654 0.242
H -0.648 6.059 1.233
H -1.829 5.460 0.130
H -2.596 4.053 1.952
H 0.902 3.081 2.981
H 0.818 4.291 4.080
H 1.098 4.685 2.254
C 2.456 -3.457 -6.222
N 2.189 -2.162 -6.862
C 1.510 -1.175 -6.207
C 0.875 -1.530 -4.889
O 1.480 -0.052 -6.719
H 3.082 -3.272 -5.380
H 2.868 -4.094 -6.969
H 1.528 -3.869 -5.837
H 2.607 -1.876 -7.772
H 0.180 -0.750 -4.609
H 1.571 -1.863 -4.125
H 0.186 -2.318 -5.030
C -3.203 2.026 -2.657
N -1.794 1.670 -2.506
C -0.894 2.305 -3.288
C 0.552 1.849 -3.268
O -1.118 3.327 -3.910
H -3.315 3.124 -2.576
H -3.707 1.538 -1.824
H -3.702 1.612 -3.564
H -1.595 0.700 -2.245
H 0.821 1.523 -4.258
H 0.764 0.928 -2.688
H 1.181 2.628 -2.875
C -1.396 1.248 -6.581
N -2.807 0.962 -6.480
C -3.229 -0.188 -5.874
C -4.705 -0.435 -5.804
O -2.428 -0.986 -5.416
H -0.797 0.464 -6.213
H -1.154 2.203 -6.078
H -1.019 1.320 -7.631
H -3.469 1.661 -6.714
H -4.931 -0.762 -4.781
H -4.927 -1.273 -6.471
H -5.275 0.393 -6.192
C 0.504 -6.031 0.567
O -0.171 -4.889 1.088
C 0.608 -4.248 2.073
C -0.233 -3.201 2.839
O -0.970 -3.815 3.863
C -2.108 -3.142 4.211
H -0.074 -6.257 -0.321
H 0.574 -6.849 1.308
H 1.497 -5.767 0.202
H 1.445 -3.691 1.576
H 0.962 -4.951 2.785
H -0.816 -2.671 2.129
H 0.504 -2.558 3.308
H -2.882 -3.002 3.428
H -1.833 -2.147 4.638
H -2.520 -3.635 5.076
C 3.840 2.485 1.785
O 2.989 3.004 0.808
C 2.814 2.090 -0.289
C 3.837 2.139 -1.474
O 5.043 1.508 -1.098
C 5.990 1.761 -2.125
H 4.813 2.208 1.325
H 3.456 1.537 2.276
H 4.050 3.305 2.517
H 1.884 2.251 -0.825
H 2.825 1.043 0.055
H 3.994 3.151 -1.763
H 3.421 1.654 -2.308
H 6.272 2.863 -2.164
H 5.578 1.471 -3.114
H 6.869 1.218 -1.860
C -4.740 5.144 2.260
O -4.525 3.769 2.321
C -4.887 3.219 3.646
C -4.614 1.759 3.702
O -5.505 0.977 2.962
C -5.190 0.680 1.560
H -4.210 5.719 3.032
H -5.798 5.351 2.378
H -4.410 5.552 1.288
H -5.907 3.548 3.751
H -4.252 3.688 4.410
H -4.639 1.505 4.776
H -3.528 1.676 3.455
H -5.974 0.061 1.191
H -4.307 0.042 1.478
H -5.133 1.620 1.050
C 1.831 -3.574 5.660
O 2.162 -2.361 5.021
C 2.274 -1.365 6.002
C 2.461 0.049 5.496
O 1.413 0.564 4.732
C 0.202 0.802 5.398
H 2.412 -3.644 6.597
H 1.974 -4.358 4.902
H 0.790 -3.592 5.977
H 3.231 -1.532 6.578
H 1.497 -1.432 6.810
H 3.334 0.072 4.825
H 2.886 0.629 6.291
H -0.370 -0.116 5.598
H -0.375 1.581 4.850
H 0.354 1.226 6.362
C 1.453 -2.834 -1.479
O 2.814 -2.767 -1.855
C 3.450 -1.553 -1.353
C 4.548 -1.904 -0.352
O 4.054 -2.541 0.820
C 3.413 -1.604 1.666
H 0.933 -1.900 -1.713
H 1.280 -2.988 -0.425
H 1.008 -3.724 -1.976
H 2.705 -0.925 -0.898
H 3.908 -0.948 -2.135
H 5.209 -1.052 -0.011
H 5.185 -2.588 -0.863
H 4.008 -0.690 1.814
H 3.250 -2.043 2.665
H 2.473 -1.257 1.220
C -1.881 -2.440 -2.749
O -1.656 -1.361 -1.816
C -1.758 -1.842 -0.489
C -1.637 -0.797 0.561
O -0.277 -0.415 0.679
C -0.167 0.758 1.538
H -1.067 -3.130 -2.564
H -1.791 -2.038 -3.741
H -2.832 -2.925 -2.598
H -1.093 -2.694 -0.351
H -2.765 -2.292 -0.406
H -2.034 -1.222 1.493
H -2.340 -0.005 0.251
H -0.410 1.644 0.983
H 0.911 0.838 1.781
H -0.783 0.652 2.384
```

total energy: -2847.07153 a.u.
orbital gap: 9.940 eV
SMILES: CNC(C)=O.CNC(C)=O.CNC(C)=O.CNC(C)=O.COCCOC.COCCOC.COCCOC.COCCOC.COCCOC.COCCOC
LUMO energy: 0.66 eV

An isolated molecule of C7H10O, computed with the ωB97M-V functional and the def2-TZVPD basis.

Geometry as XYZ:
```
18
Properties=species:S:1:pos:R:3
C -2.079 -0.122 -0.130
C 1.734 -0.599 0.356
C 2.376 0.504 0.732
O -2.311 -0.917 -1.212
H -1.361 -1.383 -1.453
H -2.828 0.669 -0.106
H -2.063 -0.669 0.825
H 2.154 -1.567 0.611
H 2.032 1.498 0.474
H 3.283 0.448 1.319
C -0.654 0.665 -0.238
C -0.360 1.475 0.841
C 0.515 -0.698 -0.445
C 0.128 -1.594 -1.266
H -0.628 1.183 -1.196
H -0.395 1.090 1.853
H -0.080 2.514 0.726
H 0.537 -2.495 -1.691
```

total energy: -347.73021 a.u.
orbital gap (spin up / spin down): 7.081 / 8.268 eV
LUMO energy (spin up / spin down): -1.09 / -0.38 eV

A structure of composition C5H10O2, computed with the ωB97M-V functional and the def2-TZVPD basis.

Geometry as XYZ:
```
17
Properties=species:S:1:pos:R:3
C -1.974 -0.354 -0.963
C -1.007 0.628 -0.363
O -0.883 -0.287 2.709
C 0.304 0.418 -0.298
C 1.287 -0.654 -0.701
C 2.320 0.354 -0.171
O 1.262 1.263 0.218
H -2.871 -0.451 -0.341
H -2.304 -0.041 -1.961
H -1.526 -1.350 -1.056
H -1.388 1.575 0.014
H -0.700 0.655 2.803
H -0.921 -0.380 1.749
H 1.210 -1.582 -0.129
H 1.338 -0.876 -1.769
H 2.962 0.811 -0.930
H 2.915 0.041 0.691
```

total energy: -346.93761 a.u.
orbital gap: 9.570 eV
LUMO energy: 0.91 eV

A structure of composition CH5OTb, computed with the ωB97M-V functional and the def2-TZVPD basis.

Geometry as XYZ:
```
8
Properties=species:S:1:pos:R:3
H 0.523 -0.330 0.173
C 0.022 -0.542 1.232
H 0.727 -0.038 1.907
H -0.967 -0.199 1.566
H -0.053 -1.638 1.231
Tb -1.638 1.267 -1.605
O 0.371 0.560 -1.947
H 1.014 0.921 -2.557
```

total energy: -940.48406 a.u.
charge: +1
orbital gap (spin up / spin down): 9.925 / 7.660 eV
LUMO energy (spin up / spin down): -4.12 / -5.66 eV
spin multiplicity: 8

A cluster of 8 separate species, C26H68O8 in total, computed with the ωB97M-V functional and the def2-TZVPD basis.

Geometry as XYZ:
```
102
Properties=species:S:1:pos:R:3
C -8.401 8.538 -6.745
C -8.837 8.451 -5.240
C -10.310 8.661 -4.976
O -8.557 7.093 -4.955
H -7.355 8.247 -6.841
H -8.658 9.518 -7.148
H -9.060 7.902 -7.336
H -8.112 9.105 -4.756
H -10.476 8.565 -3.903
H -10.938 7.992 -5.564
H -10.624 9.666 -5.257
H -8.836 6.567 -5.708
C -5.707 16.534 7.664
C -6.108 17.682 6.667
C -7.501 17.606 6.122
O -5.866 18.879 7.421
H -6.598 16.338 8.260
H -4.821 16.823 8.230
H -5.453 15.629 7.112
H -5.365 17.621 5.872
H -7.705 16.643 5.653
H -7.850 18.401 5.463
H -8.074 17.823 7.024
H -4.919 18.983 7.539
C -0.194 20.889 0.039
C -1.355 19.868 0.025
O -2.603 20.471 0.404
C -3.713 19.541 0.445
C -4.909 20.278 0.911
H 0.758 20.418 -0.208
H -0.240 21.635 -0.754
H -0.126 21.433 0.981
H -1.333 19.398 -0.958
H -1.159 19.015 0.675
H -3.982 19.043 -0.487
H -3.348 18.798 1.153
H -5.689 19.522 1.002
H -5.329 20.997 0.208
H -4.782 20.772 1.874
C -5.266 6.664 6.654
C -5.156 7.896 7.514
O -6.138 8.866 7.178
C -6.595 9.634 8.263
C -7.564 10.599 7.582
H -5.629 6.877 5.648
H -4.231 6.360 6.496
H -5.986 5.997 7.126
H -4.997 7.638 8.561
H -4.266 8.436 7.191
H -7.030 9.190 9.158
H -5.718 10.139 8.670
H -7.131 11.278 6.848
H -8.110 11.240 8.274
H -8.338 9.968 7.145
C -17.379 12.265 1.387
C -16.849 10.899 0.692
O -15.585 10.767 1.157
C -14.867 9.575 0.829
C -13.442 9.940 1.203
H -16.714 13.124 1.291
H -18.364 12.522 0.998
H -17.548 12.091 2.450
H -17.419 10.063 1.098
H -17.014 10.882 -0.385
H -15.266 8.611 1.143
H -14.923 9.574 -0.259
H -13.064 10.785 0.627
H -12.773 9.092 1.057
H -13.369 10.218 2.255
C -5.061 18.684 -5.520
C -5.135 20.296 -5.534
O -6.456 20.626 -5.746
C -6.735 22.029 -5.928
C -6.183 22.574 -7.297
H -5.619 18.312 -4.661
H -5.599 18.293 -6.383
H -4.046 18.285 -5.514
H -4.824 20.665 -4.556
H -4.499 20.683 -6.330
H -7.810 22.094 -5.756
H -6.227 22.597 -5.149
H -6.649 23.533 -7.522
H -6.338 21.808 -8.056
H -5.105 22.725 -7.254
C 0.860 13.352 -0.331
C 1.481 12.396 0.713
O 2.396 11.559 0.085
H 0.164 13.961 0.246
H 0.294 12.783 -1.069
H 1.563 13.994 -0.862
H 0.676 11.900 1.255
H 2.018 12.958 1.477
H 3.100 12.024 -0.372
C -5.892 13.355 0.033
C -6.169 12.314 1.169
O -6.225 13.023 2.341
H -6.608 14.177 0.039
H -6.151 12.903 -0.924
H -4.897 13.785 -0.087
H -5.443 11.509 1.276
H -7.166 11.960 0.906
H -6.073 12.515 3.141
```

total energy: -1633.10301 a.u.
orbital gap: 9.947 eV
SMILES: CC(C)O.CC(C)O.CCOCC.CCOCC.CCOCC.CCOCC.CCO.CCO
LUMO energy: 0.39 eV

A cluster of 21 separate species, C46H76ClN21O2PS in total, computed with the ωB97M-V functional and the def2-TZVPD basis.

Geometry as XYZ:
```
148
Properties=species:S:1:pos:R:3
C 1.357 4.486 -0.368
C 2.187 3.116 -0.242
C 1.466 2.196 0.808
N 0.741 1.033 0.133
C -0.499 0.780 0.927
C -1.650 1.786 0.634
C -2.096 1.854 -0.866
Cl -3.074 1.149 1.593
P 1.793 -0.400 -0.054
O 2.790 -0.050 -1.334
O 2.793 -0.657 1.232
S 0.834 -1.999 -0.494
H 0.355 4.240 -0.780
H 1.912 5.221 -0.989
H 1.170 4.918 0.657
H 2.374 2.630 -1.223
H 3.173 3.399 0.188
H 2.218 1.856 1.550
H 0.748 2.853 1.350
H 0.554 1.382 -0.825
H -0.231 0.899 2.006
H -0.908 -0.247 0.831
H -1.434 2.801 1.023
H -3.009 1.253 -1.069
H -1.311 1.595 -1.607
H -2.387 2.909 -1.081
H 2.174 0.103 -2.091
H 2.313 -0.451 2.057
C -5.557 2.172 3.828
C -6.005 3.582 3.790
N -6.354 4.681 3.761
H -6.222 1.555 3.225
H -4.545 2.097 3.434
H -5.563 1.804 4.854
C -0.451 -5.149 1.092
C -1.848 -5.537 1.394
N -2.940 -5.832 1.616
H -0.206 -5.429 0.068
H -0.334 -4.073 1.205
H 0.232 -5.656 1.773
C -0.441 -2.313 -4.439
C 0.151 -1.024 -4.038
N 0.611 -0.021 -3.692
H -1.517 -2.284 -4.272
H -0.248 -2.503 -5.497
H -0.009 -3.119 -3.845
C -4.435 -0.152 -4.451
C -3.966 -1.214 -3.532
N -3.599 -2.040 -2.815
H -4.312 -0.477 -5.483
H -5.488 0.058 -4.265
H -3.855 0.757 -4.290
C 5.286 -2.153 3.011
C 4.274 -3.202 3.256
N 3.486 -4.025 3.434
H 6.184 -2.596 2.580
H 4.888 -1.413 2.318
H 5.546 -1.661 3.948
C 5.275 -5.920 0.129
C 6.351 -4.953 0.440
N 7.194 -4.200 0.675
H 5.504 -6.445 -0.797
H 5.186 -6.646 0.936
H 4.328 -5.394 0.017
C -0.311 -5.708 -7.676
C -0.624 -4.265 -7.562
N -0.868 -3.141 -7.478
H -0.988 -6.186 -8.381
H 0.712 -5.835 -8.024
H -0.418 -6.185 -6.703
C 7.243 -9.941 -0.338
C 5.953 -9.442 -0.865
N 4.947 -9.056 -1.276
H 8.065 -9.516 -0.912
H 7.350 -9.654 0.707
H 7.277 -11.027 -0.415
C 5.419 5.734 -0.819
C 4.502 5.349 -1.913
N 3.770 5.043 -2.793
H 4.983 5.471 0.144
H 6.370 5.213 -0.933
H 5.596 6.809 -0.845
C 0.464 3.334 -4.007
C -0.960 2.966 -3.842
N -2.071 2.678 -3.714
H 0.595 3.900 -4.928
H 0.789 3.948 -3.168
H 1.073 2.430 -4.054
C -1.248 3.609 4.706
C -0.717 4.226 3.470
N -0.315 4.710 2.501
H -1.998 4.263 5.150
H -1.707 2.649 4.471
H -0.440 3.456 5.420
C -2.416 6.444 -1.043
C -1.206 6.234 -1.868
N -0.262 6.074 -2.511
H -2.191 7.127 -0.225
H -3.210 6.869 -1.655
H -2.753 5.493 -0.631
C -7.397 -1.661 5.352
C -6.316 -0.684 5.605
N -5.472 0.077 5.802
H -7.201 -2.199 4.426
H -7.450 -2.374 6.175
H -8.349 -1.143 5.265
C 4.446 4.434 3.822
C 4.667 5.520 2.842
N 4.842 6.367 2.081
H 3.389 4.378 4.078
H 4.765 3.482 3.397
H 5.022 4.631 4.726
C 2.755 -8.324 -8.707
C 1.291 -8.534 -8.649
N 0.150 -8.713 -8.608
H 3.003 -7.682 -9.551
H 3.097 -7.853 -7.786
H 3.259 -9.282 -8.826
C 0.970 9.668 -2.894
C 0.509 11.074 -2.933
N 0.151 12.170 -2.964
H 0.316 9.047 -3.505
H 1.986 9.597 -3.278
H 0.953 9.300 -1.869
C -11.885 -1.995 4.895
C -10.689 -2.220 4.053
N -9.757 -2.397 3.397
H -11.643 -1.307 5.704
H -12.685 -1.569 4.291
H -12.221 -2.941 5.317
C 6.078 8.992 -3.352
C 4.664 8.589 -3.189
N 3.552 8.292 -3.069
H 6.194 9.569 -4.268
H 6.388 9.601 -2.504
H 6.710 8.106 -3.407
C -2.884 -7.104 4.833
C -3.073 -8.480 5.341
N -3.220 -9.552 5.738
H -3.559 -6.418 5.343
H -1.857 -6.785 5.009
H -3.087 -7.072 3.763
C -1.498 -3.247 6.440
C -2.865 -3.808 6.505
N -3.939 -4.232 6.563
H -1.549 -2.162 6.356
H -0.949 -3.510 7.344
H -0.974 -3.650 5.574
```

total energy: -4298.10239 a.u.
charge: +1
orbital gap: 9.154 eV
LUMO energy: -3.15 eV

Q: Which of these has the highest total energy?
A: C5H10O2

Q: total energy of number 2 (C7H10O)?
A: -347.73021 a.u.

Q: Which of these has the lowest total energy?
A: C46H76ClN21O2PS

Q: Which value of total energy does entry 4 give?
A: -940.48406 a.u.